# C4H10O2

A 2-piece molecular cluster, C4H10O2 overall (ωB97M-V/def2-TZVPD, the OMol25 dataset).

SMILES = C=CCCO.O
E_tot = -308.83929 Eh

Structure (ORCA input):
```
! RIJCOSX wB97M-V def2-TZVPD def2/J DEFGRID3
* xyz 0 1
O -0.971 -0.005 -2.142
C -1.730 -0.399 0.302
C -0.610 -1.064 0.591
C 0.642 -0.392 1.109
C 1.430 0.499 0.150
O 0.602 1.569 -0.295
H -0.642 0.767 -1.655
H -1.795 0.684 0.397
H -2.611 -0.900 -0.086
H -0.676 -0.702 -1.538
H -0.602 -2.152 0.510
H 1.340 -1.152 1.473
H 0.367 0.224 1.969
H 1.798 -0.085 -0.707
H 2.299 0.909 0.691
H 1.160 2.199 -0.770
*
```

Atom charges from the Mulliken analysis, given in e for atoms 1 to 2: O -0.695; C -0.607